# 1
{
  "formula": "C9H7Cl2F6HgNO4S2",
  "method": "ωB97M-V/def2-TZVPD",
  "e_homo_ev": [-5.18, -6.32],
  "spin_multiplicity": 2,
  "s2": 0.773,
  "e_lumo_ev": [2.42, 1.44],
  "energy_ha": -3172.239651,
  "orbital_gap_ha": [0.2793, 0.2853],
  "total_charge": -1,
  "symbols": ["Hg", "C", "C", "C", "C", "C", "C", "H", "H", "H", "H", "H", "Cl", "C", "Cl", "H", "H", "F", "C", "F", "F", "S", "O", "O", "N", "S", "O", "O", "C", "F", "F", "F"],
  "xyz": [[0.0435, 0.1508, 1.0855], [-2.3751, -3.8664, -1.7232], [-2.9828, -3.3322, -0.6011], [-2.3116, -2.4042, 0.1872], [-1.0269, -2.0357, -0.1526], [-0.4063, -2.5694, -1.2621], [-1.0851, -3.4908, -2.0507], [-2.9113, -4.5599, -2.3563], [-3.9905, -3.6245, -0.3400], [-2.8159, -1.9770, 1.0447], [0.5945, -2.2696, -1.5416], [-0.6025, -3.9032, -2.9268], [1.9575, 0.7950, -1.5701], [3.6701, 0.2146, -1.5888], [4.6407, 1.0805, -2.7699], [3.6798, -0.8365, -1.8681], [4.1185, 0.3818, -0.6121], [1.0745, 3.5357, -0.4264], [-0.0377, 4.1750, -0.8402], [0.3621, 5.0790, -1.7245], [-0.5039, 4.8076, 0.2360], [-1.2821, 2.8937, -1.5162], [-0.6703, 1.6500, -1.1470], [-1.4009, 3.1273, -2.9183], [-2.5998, 3.1534, -0.7001], [-3.2933, 4.4649, -1.2534], [-4.3839, 4.8926, -0.4365], [-2.3410, 5.4564, -1.6516], [-4.1303, 3.8731, -2.8575], [-5.4022, 4.3110, -2.8832], [-3.5619, 4.3166, -3.9723], [-4.1938, 2.5407, -2.9265]],
  "nbo_charge": [0.245, -0.235, -0.211, -0.321, 0.004, -0.321, -0.211, 0.204, 0.205, 0.218, 0.215, 0.205, -0.003, -0.395, -0.037, 0.214, 0.218, -0.335, 0.725, -0.309, -0.321, 2.244, -0.988, -0.940, -1.183, 2.233, -0.926, -0.952, 0.719, -0.332, -0.309, -0.322]
}

# 2
{
  "formula": "C9H7Cl2HoNO3V",
  "method": "ωB97M-V/def2-TZVPD",
  "e_homo_ev": [-21.62, -21.73],
  "spin_multiplicity": 7,
  "s2": 12.028,
  "e_lumo_ev": [-15.52, -14.95],
  "energy_ha": -3438.402305,
  "orbital_gap_ha": [0.2242, 0.2491],
  "total_charge": 4,
  "symbols": ["Ho", "V", "Cl", "Cl", "C", "C", "C", "O", "O", "O", "C", "C", "C", "C", "N", "C", "C", "H", "H", "H", "H", "H", "H", "H"],
  "xyz": [[3.8747, -2.2328, -4.7669], [1.1185, 0.4993, 0.4788], [2.5168, -4.0963, -4.0434], [1.4587, 1.2538, -1.5068], [2.0848, 1.4631, 1.6896], [4.8163, -3.7824, -6.1787], [5.8809, -1.6280, -6.0564], [2.7368, 2.1054, 2.4264], [5.4816, -4.4125, -6.8945], [6.8034, -1.7115, -6.7629], [-4.3329, 0.9672, 3.3111], [-3.0962, 0.8715, 2.4673], [-2.8488, 1.7470, 1.4020], [-1.6381, 1.7007, 0.7105], [-0.6574, 0.7968, 1.0499], [-0.8981, -0.0624, 2.0930], [-2.0826, -0.0279, 2.8021], [-4.4064, 1.9578, 3.7792], [-5.2851, 0.8095, 2.7807], [-4.2849, 0.2207, 4.1113], [-3.5764, 2.5124, 1.1462], [-1.3864, 2.4066, -0.0798], [-0.0687, -0.7139, 2.3525], [-2.2106, -0.6442, 3.6889]],
  "nbo_charge": [2.144, 1.313, -0.432, -0.217, 0.473, 0.344, 0.329, -0.154, -0.188, -0.197, -0.686, 0.200, -0.185, 0.075, -0.541, 0.014, -0.195, 0.294, 0.300, 0.258, 0.291, 0.256, 0.215, 0.288]
}

# 3
{
  "formula": "C9H7Cl2LuNO3Tb",
  "method": "ωB97M-V/def2-TZVPD",
  "e_homo_ev": [-20.91, -20.91],
  "spin_multiplicity": 7,
  "s2": 12.632,
  "e_lumo_ev": [-17.22, -14.91],
  "energy_ha": -3606.342097,
  "orbital_gap_ha": [0.1358, 0.2206],
  "total_charge": 4,
  "symbols": ["Tb", "Lu", "Cl", "Cl", "C", "C", "C", "O", "O", "O", "C", "C", "C", "C", "N", "C", "C", "H", "H", "H", "H", "H", "H", "H"],
  "xyz": [[-0.2087, -1.0551, -6.4730], [-0.5621, -1.3829, -0.1450], [-1.1482, 1.1866, -6.2311], [1.5018, -2.5068, -0.4051], [-1.2310, -3.0257, 1.3419], [-0.7040, -0.6685, -8.7288], [0.1081, -2.8287, -8.1031], [-1.4106, -3.8097, 2.1740], [-0.8927, -0.7206, -9.8719], [0.1717, -3.4857, -9.0627], [0.6071, 2.6392, 4.7118], [0.3774, 1.6289, 3.6289], [1.4645, 0.9270, 3.0894], [1.2542, 0.0381, 2.0590], [-0.0050, -0.1613, 1.5541], [-1.0907, 0.4843, 2.1043], [-0.9112, 1.3830, 3.1387], [1.0665, 2.1715, 5.5930], [1.2842, 3.4337, 4.3671], [-0.3426, 3.0955, 5.0105], [2.4801, 1.0893, 3.4590], [2.0375, -0.5586, 1.5782], [-2.0666, 0.2185, 1.6643], [-1.7797, 1.9081, 3.5468]],
  "mulliken_charge": [2.260, 1.191, -0.196, -0.334, 0.403, -0.205, -0.068, -0.017, 0.123, 0.087, -1.346, 1.017, -0.738, -0.033, -0.173, 0.112, -0.840, 0.371, 0.376, 0.371, 0.466, 0.387, 0.393, 0.394]
}

# 4
{
  "formula": "C9H7F2N3",
  "method": "ωB97M-V/def2-TZVPD",
  "e_homo_ev": [-8.12, -7.95],
  "e_lumo_ev": [-0.29, -0.10],
  "energy_ha": -710.913110,
  "orbital_gap_ha": [0.2878, 0.2885],
  "symbols": ["C", "C", "C", "C", "C", "C", "C", "C", "C", "N", "N", "N", "F", "F", "H", "H", "H", "H", "H", "H", "H"],
  "xyz": [[-2.2740, 2.2679, -1.0238], [-1.9582, 1.2784, -1.9537], [-1.8395, 2.2703, 0.2390], [-1.2350, 0.1891, -1.6114], [-1.1138, 1.0872, 0.6558], [-0.8075, 0.0442, -0.3548], [3.3808, -1.5480, 1.7721], [2.8953, -0.9200, 0.7954], [0.6130, -1.8694, -0.0383], [-0.6192, 0.6263, 1.8195], [-0.1476, -0.4944, 1.7287], [-0.1951, -0.8852, 0.3965], [0.6992, -2.0384, -1.3986], [0.6424, -3.0788, 0.4617], [-2.7126, 3.1223, -1.4939], [-2.3483, 1.3460, -2.8813], [-1.8515, 3.1514, 0.8519], [-1.1841, -0.6772, -2.3401], [4.3369, -1.3050, 2.2415], [2.6464, -2.2494, 2.3053], [3.0724, -0.3172, -0.1717]],
  "nbo_charge": [-0.233, -0.156, -0.178, -0.242, 0.060, 0.116, -0.516, -0.176, 0.872, -0.178, 0.019, -0.317, -0.337, -0.300, 0.216, 0.208, 0.232, 0.233, 0.219, 0.235, 0.222]
}

# 5
{
  "formula": "C9H7N3O",
  "method": "ωB97M-V/def2-TZVPD",
  "e_homo_ev": -8.64,
  "e_lumo_ev": -0.59,
  "energy_ha": -586.406230,
  "orbital_gap_ha": 0.2959,
  "symbols": ["C", "C", "C", "C", "C", "C", "C", "C", "C", "H", "H", "H", "H", "H", "H", "H", "N", "N", "N", "O"],
  "xyz": [[-1.7952, -0.4643, -0.2328], [-1.7034, 0.9122, -0.3222], [-0.5348, 1.5830, -0.4675], [0.6575, 0.8214, -0.4549], [1.9856, 1.3074, 0.0372], [3.1978, 0.3984, 0.4329], [2.9824, -0.9711, 0.1308], [1.6598, -1.4134, -0.3679], [0.5167, -0.5439, -0.4969], [-2.9153, -2.1647, 0.3911], [-2.5398, 1.3950, -0.0727], [-0.4520, 2.7024, -0.2783], [2.0227, 2.4616, 0.2398], [4.2600, 0.7670, 0.6484], [3.5208, -2.1697, 0.8700], [1.4523, -2.5210, -0.1848], [-4.1831, -0.4776, 0.0835], [-3.0216, -1.0934, -0.0747], [-0.7735, -1.2322, -0.2722], [-4.3370, 0.7030, 0.3912]],
  "nbo_charge": [0.328, -0.284, -0.107, -0.132, -0.155, -0.277, -0.171, -0.214, 0.136, 0.447, 0.245, 0.229, 0.220, 0.248, 0.220, 0.231, 0.225, -0.414, -0.416, -0.358]
}

# 6
{
  "formula": "C9H7NO3",
  "method": "ωB97M-V/def2-TZVPD",
  "e_homo_ev": -9.56,
  "smiles": "NC(=O)c1cccc2c1OCC2=O",
  "e_lumo_ev": -0.77,
  "energy_ha": -627.595877,
  "orbital_gap_ha": 0.3229,
  "symbols": ["O", "O", "O", "C", "C", "C", "C", "C", "C", "C", "C", "N", "C", "H", "H", "H", "H", "H", "H", "H"],
  "xyz": [[-1.3774, 2.3618, 1.9591], [1.0537, -2.4557, -2.3215], [-0.9281, -1.4121, 0.4802], [-0.9445, 1.2953, 1.6801], [0.4695, -1.8846, -1.3579], [1.0951, 1.8280, -1.3519], [0.2700, 2.1158, -0.2359], [1.2160, 0.5629, -1.9207], [-0.2571, -0.3393, -0.1114], [-0.4328, 1.0091, 0.3755], [0.4857, -0.5036, -1.2497], [-1.1230, 0.3447, 2.6403], [-0.2685, -2.5554, -0.1774], [1.6871, 2.6496, -1.7685], [0.1041, 3.1355, 0.0045], [1.8866, 0.2013, -2.6750], [-1.0128, -0.6475, 2.4079], [-1.3626, 0.5986, 3.6503], [-0.9557, -3.3556, -0.5410], [0.3948, -2.9490, 0.5132]],
  "nbo_charge": [-0.604, -0.547, -0.483, 0.626, 0.506, -0.234, -0.095, -0.120, 0.362, -0.169, -0.231, -0.834, -0.153, 0.223, 0.249, 0.246, 0.400, 0.418, 0.229, 0.212]
}

# 7
{
  "formula": "C9H8Br2N2O",
  "method": "ωB97M-V/def2-TZVPD",
  "e_homo_ev": -9.35,
  "smiles": "[O-][n+]1ccnc2c1[C@@H]1[C@H](Br)[C@H]2C[C@H]1Br",
  "e_lumo_ev": -0.01,
  "energy_ha": -5680.483403,
  "orbital_gap_ha": 0.3433,
  "symbols": ["C", "C", "C", "C", "C", "C", "C", "C", "C", "N", "N", "O", "Br", "Br", "H", "H", "H", "H", "H", "H", "H", "H"],
  "xyz": [[1.2040, -2.3061, -1.2988], [1.4569, -2.4759, 0.0418], [-0.0547, -0.5242, -0.8951], [0.1612, -0.6501, 0.4730], [0.0182, 1.8931, -0.7183], [-0.9077, 0.7038, -1.0647], [-0.5561, 0.4714, 1.1613], [0.2508, 1.7344, 0.7982], [-1.7529, 0.6446, 0.2152], [0.4637, -1.3181, -1.8058], [0.9563, -1.6120, 0.9765], [1.2235, -1.7112, 2.1873], [-0.4156, 3.2827, 1.8056], [-2.9938, -0.8557, 0.2549], [1.6218, -2.9945, -2.0183], [2.0691, -3.2737, 0.4302], [0.9507, 1.8470, -1.2803], [-0.4737, 2.8368, -0.9512], [-1.4309, 0.7875, -2.0120], [-0.7532, 0.3304, 2.2214], [1.3013, 1.6466, 1.0736], [-2.3388, 1.5432, 0.4054]],
  "nbo_charge": [0.025, -0.097, 0.245, 0.080, -0.428, -0.294, -0.304, -0.211, -0.206, -0.419, 0.158, -0.490, -0.007, 0.019, 0.212, 0.237, 0.233, 0.239, 0.253, 0.272, 0.240, 0.247]
}

# 8
{
  "formula": "C9H8BrFO2S",
  "method": "ωB97M-V/def2-TZVPD",
  "e_homo_ev": -9.50,
  "smiles": "O=S(=O)(F)/C(=C\\CBr)c1ccccc1",
  "e_lumo_ev": -0.48,
  "energy_ha": -3570.269449,
  "orbital_gap_ha": 0.3316,
  "symbols": ["C", "C", "C", "C", "C", "C", "C", "C", "C", "O", "O", "F", "S", "Br", "H", "H", "H", "H", "H", "H", "H", "H"],
  "xyz": [[-2.6132, -2.0399, -0.7454], [-1.9059, -2.2177, 0.4338], [-2.2666, -1.0080, -1.6019], [-0.8539, -1.3789, 0.7471], [-1.2208, -0.1587, -1.2917], [-0.4924, -0.3403, -0.1156], [2.2101, 1.8246, 1.6965], [1.0799, 0.9037, 1.3808], [0.6416, 0.5204, 0.1738], [1.3613, 0.0213, -2.3502], [2.9025, 1.3684, -1.0053], [0.7736, 2.3273, -1.7062], [1.5768, 0.9382, -1.2933], [3.2275, 1.4483, 3.3773], [-3.4273, -2.7029, -0.9967], [-2.1723, -3.0186, 1.1066], [-2.8158, -0.8667, -2.5209], [-0.2924, -1.5453, 1.6542], [-0.9697, 0.6467, -1.9607], [1.8103, 2.8265, 1.8710], [2.9544, 1.8558, 0.9051], [0.4922, 0.5958, 2.2416]],
  "nbo_charge": [-0.195, -0.207, -0.193, -0.208, -0.197, -0.017, -0.462, -0.110, -0.330, -0.870, -0.898, -0.509, 2.376, -0.023, 0.218, 0.219, 0.218, 0.215, 0.227, 0.243, 0.274, 0.230]
}

# 9
{
  "formula": "C9H8BrNO2S2",
  "method": "ωB97M-V/def2-TZVPD",
  "e_homo_ev": -8.55,
  "smiles": "C=C(S)c1sc(Br)c2c1C(=O)N(C)[C@H]2O",
  "e_lumo_ev": -0.24,
  "energy_ha": -3923.321055,
  "orbital_gap_ha": 0.3055,
  "symbols": ["C", "C", "C", "C", "C", "C", "C", "C", "C", "N", "O", "O", "S", "S", "Br", "H", "H", "H", "H", "H", "H", "H", "H"],
  "xyz": [[1.1236, 0.5938, -0.1562], [1.9564, -0.5956, -0.0656], [1.9223, 1.6992, -0.1585], [3.2994, -0.3690, -0.0497], [-0.3014, 0.1454, -0.1918], [0.3563, 3.5822, 0.1771], [1.5391, 3.0825, -0.0888], [1.0604, -1.7699, 0.1768], [-1.3674, -2.0916, -0.2849], [-0.2976, -1.2091, -0.0618], [-1.2729, 0.8502, -0.2447], [1.4106, -2.8321, -0.6377], [3.6433, 1.3216, -0.1054], [3.0187, 4.4381, -0.1218], [4.6613, -1.6303, 0.0008], [0.0963, 4.6566, 0.1001], [-0.5356, 2.8380, 0.1354], [1.0654, -1.9689, 1.2462], [-2.3014, -1.6344, -0.0362], [-1.4324, -2.4991, -1.3310], [-1.2393, -2.8961, 0.4588], [0.8347, -3.6156, -0.2577], [4.0787, 3.7276, -0.4197]],
  "nbo_charge": [-0.154, -0.099, -0.188, -0.304, 0.682, -0.406, -0.067, 0.243, -0.415, -0.438, -0.600, -0.670, 0.483, -0.088, 0.138, 0.226, 0.263, 0.170, 0.238, 0.207, 0.189, 0.474, 0.118]
}

# 10
{
  "formula": "C9H8ClF3N2",
  "method": "ωB97M-V/def2-TZVPD",
  "e_homo_ev": -10.03,
  "smiles": "C[C@@H](C#N)[C@@]1(C(F)(F)F)N=CCC=C1Cl",
  "e_lumo_ev": 0.39,
  "energy_ha": -1216.980260,
  "orbital_gap_ha": 0.3829,
  "symbols": ["C", "C", "C", "C", "C", "C", "C", "C", "C", "N", "N", "F", "F", "F", "Cl", "H", "H", "H", "H", "H", "H", "H", "H"],
  "xyz": [[-1.3466, -2.1453, -1.2110], [0.9531, 2.0262, 0.5677], [1.1440, -0.1099, 1.7175], [0.1392, 1.4230, -0.2821], [1.4282, 1.3914, 1.7830], [-0.4694, 0.0955, 0.0376], [0.7553, -1.4868, -1.6788], [-0.6687, -0.9368, -1.3757], [-1.9101, 0.2342, 0.5902], [-1.7175, -3.1936, -1.1712], [0.2919, -0.6941, 1.0104], [-2.7512, 0.5030, -0.3715], [-2.4092, -0.8679, 1.1752], [-2.1079, 1.2470, 1.4950], [-0.0553, 2.1587, -1.8581], [1.5479, 2.9054, 0.3096], [1.7377, -0.7962, 2.3006], [2.4865, 1.5839, 2.0341], [0.7203, 1.7255, 2.6945], [1.2452, -1.8477, -0.8255], [0.5812, -2.1926, -2.4842], [1.4766, -0.7528, -2.1535], [-1.0711, -0.2703, -2.3038]],
  "nbo_charge": [0.253, -0.184, 0.176, -0.030, -0.520, -0.011, -0.603, -0.304, 0.964, -0.287, -0.409, -0.313, -0.309, -0.339, 0.015, 0.234, 0.195, 0.247, 0.260, 0.234, 0.231, 0.214, 0.285]
}